The following is a quantum chemistry calculation of a cluster of 6 separate species, C29H71FN8O12S2 in total in a non-equilibrium geometry, from OMol25.

```
123
Properties=species:S:1:pos:R:3:forces:R:3
C -0.82487 -0.15291 1.61690 -0.18 -0.53 0.27
C -2.31092 0.10513 1.82810 0.39 -0.38 0.52
O -2.71628 1.48162 1.77286 0.64 -0.38 -0.20
C -2.54991 2.14800 0.58192 -1.65 0.73 -1.63
S -0.91545 2.97240 0.42877 0.94 -0.26 0.58
C -2.71691 1.34504 -0.74031 0.21 -0.72 -0.57
O -2.15881 0.33461 -1.10629 -0.41 0.35 0.60
N -3.62079 2.00664 -1.55978 -0.31 0.21 0.46
C -4.12757 3.22595 -1.02544 0.67 -0.63 -0.91
F -5.46865 3.34230 -1.27338 0.26 0.05 0.10
O -3.52903 4.38365 -1.62726 -0.17 0.00 0.79
N -2.60885 4.12344 -2.68723 0.04 -0.46 -0.21
O -1.79478 4.94676 -2.69576 -0.04 0.30 -0.17
C -3.77887 3.14199 0.46429 0.33 1.97 1.38
N -3.42321 4.42904 1.08026 -0.19 -0.17 -0.21
C -5.00548 2.65895 1.24266 -0.03 -0.80 -0.16
C -5.42076 1.20209 0.95082 -0.34 0.37 0.41
C -6.84150 1.02669 0.37420 0.17 -0.67 0.20
S -6.68172 -0.08692 -1.00254 0.36 0.08 -0.19
O -6.18528 0.61759 -2.15478 -0.15 0.04 -0.05
O -5.94946 -1.24277 -0.58529 -0.19 0.02 0.25
O -8.18812 -0.50017 -1.30511 0.26 0.24 0.15
H -0.62940 -0.60784 0.65373 0.12 0.33 -0.28
H -0.51328 -0.88669 2.35432 0.10 -0.12 0.10
H -0.21300 0.72612 1.78793 0.01 0.17 -0.11
H -2.91661 -0.51756 1.17204 -0.07 0.16 -0.30
H -2.56582 -0.21167 2.83480 -0.17 0.29 0.20
H -1.11424 4.05503 -0.33454 -0.61 -0.09 0.03
H -4.22798 1.44536 -2.14421 0.16 0.07 -0.43
H -4.19662 4.82481 1.59379 -0.10 0.01 -0.01
H -3.12454 5.11156 0.39855 0.07 0.02 -0.04
H -5.83402 3.33370 1.04677 -0.01 0.14 -0.21
H -4.78304 2.76979 2.29779 0.21 -0.09 0.11
H -5.37301 0.65205 1.88368 0.04 -0.20 0.03
H -4.72210 0.70634 0.29191 0.17 -0.03 0.01
H -7.46632 0.50315 1.09257 -0.22 0.02 0.02
H -7.32777 1.94626 0.07479 0.00 0.07 -0.31
H -8.20460 -0.64325 -2.26272 -0.31 -0.07 -0.20
C -1.97471 -5.47529 -1.63738 -0.14 -0.03 0.13
O -2.65754 -4.34324 -1.13869 0.14 -0.06 -0.06
C -2.34375 -3.11706 -1.77687 -0.07 0.31 0.14
C -3.12007 -2.84935 -3.07197 -0.08 -0.28 -0.11
C -2.60985 -3.64216 -4.27112 0.07 0.07 -0.09
N -4.55783 -3.09384 -2.91413 0.03 0.12 0.16
H -0.95713 -5.22439 -1.95253 0.00 0.01 -0.06
H -2.51340 -5.93571 -2.46954 0.10 0.00 -0.08
H -1.91669 -6.20637 -0.83045 -0.01 0.02 0.02
H -2.61731 -2.33630 -1.06364 -0.02 -0.04 0.04
H -1.26033 -3.03565 -1.93619 0.00 -0.06 -0.08
H -2.98618 -1.78835 -3.30084 0.03 0.04 0.10
H -2.90770 -4.68988 -4.22526 -0.01 -0.01 0.06
H -3.02006 -3.23114 -5.19328 -0.05 -0.01 0.01
H -1.52086 -3.59725 -4.33891 0.01 -0.02 0.01
H -4.92150 -2.48760 -2.18257 0.02 0.02 -0.08
H -4.67013 -4.03110 -2.53766 -0.01 -0.04 -0.07
C 2.11765 -1.54492 3.44200 -0.24 -0.08 0.16
O 1.33854 -2.45763 2.68876 0.23 0.10 -0.01
C 2.01236 -3.05232 1.59550 -0.16 -0.13 -0.28
C 2.88019 -4.26644 1.95602 0.02 0.13 0.31
C 4.20509 -3.90224 2.61718 0.13 -0.02 -0.07
N 2.16680 -5.21808 2.81273 -0.13 0.05 -0.14
H 2.81905 -0.99085 2.81221 0.04 -0.05 -0.02
H 2.65684 -2.06095 4.23948 0.14 0.09 -0.03
H 1.43386 -0.83326 3.90588 -0.02 0.00 -0.03
H 1.22145 -3.39131 0.92007 -0.05 0.01 0.05
H 2.59248 -2.29624 1.05008 0.08 0.00 0.06
H 3.11495 -4.77506 1.01616 -0.05 0.02 -0.04
H 4.07674 -3.59583 3.65589 -0.08 0.03 -0.01
H 4.86952 -4.76415 2.61193 -0.06 -0.06 -0.02
H 4.70080 -3.09032 2.07930 -0.01 0.02 0.02
H 1.33408 -5.54341 2.32994 0.05 -0.08 -0.02
H 1.80552 -4.70278 3.61066 0.06 -0.02 0.06
C 7.51259 -5.43694 3.17471 -0.18 -0.12 0.17
O 6.72862 -6.33329 2.40696 0.21 0.18 -0.03
C 7.39514 -6.89744 1.29432 -0.15 -0.13 -0.25
C 8.26939 -8.11705 1.61928 0.05 0.08 0.27
C 9.59839 -7.76309 2.27843 0.12 -0.01 -0.08
N 7.56935 -9.09367 2.45784 -0.13 0.07 -0.13
H 8.20766 -4.86672 2.55184 0.05 -0.06 -0.02
H 8.06029 -5.97274 3.95308 0.14 0.10 -0.02
H 6.83504 -4.73732 3.66324 -0.03 -0.01 -0.02
H 6.60100 -7.22307 0.61701 -0.04 0.00 0.05
H 7.96985 -6.12707 0.76313 0.08 -0.01 0.06
H 8.49815 -8.60136 0.66528 -0.06 0.02 -0.04
H 9.47392 -7.48437 3.32431 -0.05 0.01 0.00
H 10.26885 -8.62139 2.25187 -0.03 -0.03 0.02
H 10.08907 -6.93724 1.75924 -0.01 0.02 0.01
H 6.73429 -9.41235 1.97510 0.05 -0.09 -0.02
H 7.21185 -8.60141 3.27193 0.06 -0.03 0.06
C 1.83119 5.52996 -7.39712 0.12 0.06 0.13
O 1.10994 5.71578 -6.19478 -0.01 0.00 -0.12
C -0.23471 5.27846 -6.22131 -0.21 0.07 0.14
C -0.42903 3.77883 -5.95529 0.25 -0.08 -0.13
C -0.07928 2.89463 -7.14782 -0.12 -0.06 -0.08
N 0.32462 3.31982 -4.78663 -0.06 0.21 0.06
H 1.19149 5.66482 -8.27424 -0.02 -0.05 -0.01
H 2.30296 4.54506 -7.43388 -0.05 -0.02 -0.11
H 2.62005 6.28139 -7.42565 -0.02 0.02 0.03
H -0.73417 5.83041 -5.42088 0.06 0.01 0.04
H -0.71372 5.57850 -7.16318 0.04 -0.07 -0.05
H -1.49263 3.63257 -5.74223 -0.02 0.07 0.03
H 0.99783 2.80444 -7.28663 0.02 0.05 0.03
H -0.46938 1.88900 -6.99417 0.03 -0.01 0.05
H -0.51271 3.28590 -8.07072 0.02 0.01 0.00
H 0.01634 3.84405 -3.97338 -0.04 -0.10 0.04
H 1.29135 3.60685 -4.91300 0.04 -0.10 -0.03
C -0.11276 7.95525 5.01389 -0.17 -0.04 0.07
O -0.88070 7.10289 4.18668 0.09 0.10 0.01
C -0.19212 6.55274 3.08005 -0.08 -0.09 -0.30
C 0.62936 5.29427 3.39067 0.06 0.07 0.29
C 1.94497 5.57961 4.10813 0.11 0.00 -0.08
N -0.13639 4.31814 4.16853 -0.17 0.06 -0.16
H 0.61295 8.53179 4.43284 0.05 -0.03 0.00
H 0.40450 7.39494 5.79653 0.11 0.05 -0.03
H -0.79974 8.65023 5.49654 -0.02 -0.01 -0.02
H -0.97031 6.27425 2.36375 -0.05 -0.03 0.06
H 0.42736 7.32091 2.59709 0.07 0.00 0.07
H 0.87549 4.83456 2.42889 -0.08 0.02 -0.05
H 1.79275 5.82706 5.15863 -0.05 0.02 0.00
H 2.58694 4.69989 4.07415 -0.04 -0.03 0.03
H 2.48192 6.40492 3.63549 -0.01 0.01 0.02
H -0.96444 4.05531 3.63793 0.08 -0.12 -0.06
H -0.50474 4.80351 4.98206 0.05 -0.05 0.07
```
Forces are in eV/Å.

Properties
SMILES: CCO[C@@]1(S)C(=O)N[C@](F)(ON=O)[C@@]1(N)CCCS(=O)(=O)O.COC[C@@H](C)N.COC[C@@H](C)N.COC[C@@H](C)N.COC[C@@H](C)N.COC[C@@H](C)N
E_HOMO: -8.7 eV
Kohn-Sham gap: 8.19 eV

***

The following is a quantum chemistry calculation of a cluster of 11 separate species, C29H71N2O10S in total in a non-equilibrium geometry, from OMol25.

```
113
Properties=species:S:1:pos:R:3:forces:R:3
C -1.51064 1.84051 -3.64491 -0.32 -0.06 0.38
C -0.40648 1.57242 -3.25558 0.82 0.76 0.47
C 0.99921 1.61896 -2.74736 -0.16 -0.12 -0.22
C 1.97222 0.82638 -3.64005 -0.27 -0.09 0.08
C 1.84414 -0.72977 -3.51513 0.03 -0.16 0.50
C 1.56484 -1.27555 -2.09909 1.34 0.59 1.91
C 0.44937 -2.11112 -1.78370 -0.27 0.35 -2.22
N 0.09152 -2.63668 -0.64864 -0.29 -0.15 0.39
N 0.84723 -2.34692 0.38453 0.50 0.25 -0.95
C 1.91999 -1.58362 0.25686 1.84 1.85 2.08
S 2.87855 -1.28326 1.81632 0.09 -0.27 -0.72
C 2.38988 -0.99034 -0.93947 -2.30 -1.42 -1.63
H -2.53048 2.13914 -3.80661 0.39 -0.28 -0.25
H 1.37761 2.65591 -2.73308 -0.54 -0.25 -0.09
H 1.03337 1.30136 -1.68945 -0.10 0.03 -0.41
H 2.99680 1.19320 -3.46858 -0.28 -0.42 0.11
H 1.72292 1.09182 -4.68134 0.27 -0.23 0.34
H 1.07024 -1.08700 -4.21393 0.19 0.05 0.44
H 2.80063 -1.17559 -3.83851 -0.34 0.04 0.08
H -0.20995 -2.35304 -2.62745 0.14 -0.04 0.46
H 0.56985 -2.72437 1.30075 -0.48 0.19 -0.21
H 2.05369 -0.62521 2.68452 -0.32 -0.33 -0.86
H 3.29214 -0.38296 -1.00642 -0.32 -0.15 0.36
C -3.40698 -1.18511 2.67777 0.04 0.10 0.11
C -2.45465 -1.73733 1.64165 -0.24 -0.14 0.13
O -1.29745 -2.31132 2.27299 0.49 -0.14 -0.13
H -2.91463 -0.42534 3.28651 0.01 0.04 -0.09
H -4.28294 -0.74191 2.20453 0.02 -0.03 -0.02
H -3.73441 -1.97614 3.35566 -0.05 0.01 -0.03
H -2.11034 -0.94263 0.97964 0.12 -0.02 0.08
H -2.94227 -2.50641 1.03512 -0.02 0.08 -0.07
H -1.59908 -3.02013 2.85449 -0.01 0.06 0.04
C -4.96729 -1.22650 -2.73267 -0.14 0.04 -0.05
C -4.58167 0.03335 -1.98154 0.22 -0.39 -0.13
O -3.79985 -0.29502 -0.83531 -0.14 0.13 0.25
H -5.53334 -1.89858 -2.08474 -0.04 0.07 0.01
H -5.57214 -0.99119 -3.61039 0.06 -0.08 -0.05
H -4.07622 -1.77025 -3.05878 0.00 0.07 -0.10
H -5.47124 0.56165 -1.63969 0.10 0.02 0.16
H -4.00484 0.70660 -2.62191 -0.14 0.06 -0.06
H -3.01238 -0.75268 -1.14564 -0.02 0.04 -0.04
C -8.63982 -1.30020 -5.84057 0.01 0.06 0.01
C -7.60195 -1.79699 -6.82944 -0.14 -0.22 0.30
O -6.41908 -2.22218 -6.15369 0.16 0.15 -0.06
H -8.24131 -0.47065 -5.25385 -0.01 0.03 -0.08
H -9.54209 -0.96546 -6.35455 -0.01 -0.02 0.04
H -8.91228 -2.09063 -5.13651 -0.07 -0.03 -0.08
H -7.31730 -1.00111 -7.51645 0.14 -0.06 0.02
H -7.99553 -2.63371 -7.41480 -0.08 0.11 -0.10
H -6.66719 -2.93319 -5.55431 0.01 0.00 -0.03
C -5.94185 -4.09568 4.81224 -0.01 0.11 -0.04
C -4.98000 -4.64301 3.77494 -0.18 -0.32 0.40
O -3.82733 -5.20064 4.40365 0.21 0.19 -0.23
H -5.45289 -3.33342 5.42119 0.00 0.03 -0.07
H -6.82153 -3.65652 4.33850 -0.02 -0.03 0.04
H -6.26907 -4.88706 5.49028 -0.07 -0.02 -0.08
H -4.63960 -3.84790 3.11275 0.10 -0.09 -0.02
H -5.46175 -5.41428 3.16567 -0.08 0.12 -0.09
H -4.12324 -5.91067 4.98200 0.05 0.02 0.00
C 1.23473 3.17214 0.86093 -0.24 0.02 -0.26
C -0.13670 2.80497 1.39005 0.33 -0.24 -0.07
O -0.67337 1.68978 0.66982 -0.21 -0.02 -0.14
H 1.18274 3.42330 -0.20146 -0.16 0.12 0.05
H 1.63962 4.02619 1.40066 0.18 -0.13 0.01
H 1.92096 2.32635 0.94277 0.10 0.12 0.25
H -0.82985 3.63660 1.27365 -0.12 -0.15 -0.07
H -0.08581 2.54519 2.45212 0.00 0.16 0.04
H -0.06367 0.95496 0.78808 0.00 0.05 0.09
C 5.76098 4.54379 2.56273 -0.04 -0.13 -0.04
C 4.39244 4.16427 3.09178 0.44 -0.17 0.05
O 3.85902 3.05200 2.36593 -0.19 -0.10 0.02
H 5.70527 4.79835 1.50589 -0.01 0.13 0.06
H 6.16701 5.39707 3.10856 0.02 -0.01 -0.03
H 6.45666 3.70444 2.65351 0.03 0.05 0.11
H 3.69474 4.99413 2.97979 -0.11 -0.13 -0.06
H 4.44646 3.89860 4.15255 -0.05 0.15 0.04
H 4.47005 2.31582 2.47255 0.10 0.12 0.01
C 7.02045 5.82949 -2.26792 -0.02 -0.09 -0.02
C 5.82757 6.31032 -1.46261 0.39 0.23 0.02
O 6.17217 6.46499 -0.08864 -0.18 -0.08 -0.03
H 7.38570 4.87831 -1.87721 -0.06 -0.01 -0.01
H 6.75729 5.70077 -3.31948 0.05 0.03 0.00
H 7.84516 6.54258 -2.19975 -0.05 0.04 -0.08
H 5.01379 5.58662 -1.51553 -0.02 0.04 0.15
H 5.46279 7.26826 -1.84686 -0.09 -0.09 -0.13
H 6.88358 7.11157 -0.03737 -0.02 -0.02 0.04
C 4.73745 -5.02046 -0.33574 0.03 -0.06 0.01
C 3.38535 -5.68119 -0.14454 0.06 0.40 0.01
O 2.79315 -5.27488 1.08878 -0.16 -0.22 0.02
H 5.40567 -5.27467 0.48747 -0.02 -0.05 -0.03
H 5.19860 -5.33541 -1.27304 0.01 0.05 0.01
H 4.63789 -3.92979 -0.34418 -0.01 0.00 -0.09
H 3.48884 -6.76425 -0.11536 -0.10 0.02 0.11
H 2.70740 -5.42247 -0.96622 0.06 -0.14 -0.11
H 2.69187 -4.32023 1.06050 0.16 0.04 0.10
C 10.46903 1.70642 3.85621 0.05 0.04 0.01
C 9.11913 2.36224 3.63664 0.11 -0.40 -0.07
O 8.71423 2.24358 2.27387 -0.15 0.21 -0.03
H 11.22349 2.16452 3.21554 -0.03 0.06 0.05
H 10.78596 1.80101 4.89595 0.01 -0.04 -0.02
H 10.42964 0.64489 3.59853 -0.03 -0.01 0.10
H 9.16832 3.42361 3.87687 -0.10 0.01 -0.15
H 8.35621 1.90004 4.27279 0.06 0.10 0.15
H 8.66214 1.30491 2.06876 0.06 0.03 -0.02
C -7.16124 -0.45354 1.31295 0.07 -0.09 0.00
C -8.43218 -0.69716 0.51994 0.03 0.42 0.16
O -9.56685 -0.18442 1.20857 -0.06 -0.22 -0.02
H -7.22817 -0.92292 2.29620 -0.02 -0.06 -0.05
H -6.29042 -0.85528 0.78865 0.03 0.07 0.00
H -7.00752 0.61581 1.47886 0.06 0.00 -0.10
H -8.59352 -1.76492 0.37410 -0.13 0.04 0.03
H -8.37119 -0.21950 -0.46451 0.12 -0.14 -0.07
H -9.43418 0.76113 1.32946 -0.05 -0.02 0.01
```
Forces are in eV/Å.

Properties
Total charge: +1
Energy relative to the best compared isomer or geometry (same formula, charge and spin): 0.0 kcal/mol
E_HOMO: -11.7 eV
Kohn-Sham gap: 6.94 eV